Entry 1:
Computed, not measured: an isolated ion of composition C2H4F3N2 and charge +1, with ωB97M-V/def2-TZVPD.

Values from the calculation:
- HOMO-LUMO gap (eV) = 12.6168
- energy relative to the best compared isomer or geometry (same formula, charge and spin) (kJ/mol) = 0.0
- net charge = +1

Positions of all 11 atoms, in Å:
F1 2.743 -0.965 0.535
F2 2.822 0.092 -1.375
F3 1.969 -1.852 -1.384
N1 0.434 -0.133 1.097
N2 -0.262 0.032 -1.099
C1 2.135 -0.752 -0.684
C2 0.577 -0.257 -0.161
H1 -1.135 0.456 -1.005
H2 1.413 -0.242 1.565
H3 0.052 -0.217 -1.991
H4 -0.486 -0.112 1.628

Mulliken charges, unit e, in atom order:
1. F -0.29
2. F -0.17
3. F -0.18
4. N -0.30
5. N -0.28
6. C 0.79
7. C 0.35
8. H 0.23
9. H 0.34
10. H 0.21
11. H 0.29

Entry 2:
Computed, not measured: C10H17Cl2IIrO2 as an isolated structure, with ωB97M-V/def2-TZVPD.

Values from the calculation:
- HOMO-LUMO gap (alpha / beta) (eV) = 5.1697 / 5.5944
- multiplicity = 6
- energy relative to the best compared isomer or geometry (same formula, charge and spin) (kJ/mol) = 0.0
- ⟨S²⟩ = 8.782
- net charge = -2

Positions of all 33 atoms, in Å:
Ir1 1.672 0.316 0.229
I1 1.791 -3.949 1.465
Cl1 3.033 1.932 1.131
Cl2 1.555 -0.439 2.248
O1 2.493 1.124 -1.919
O2 2.994 -1.076 -0.164
C1 -1.012 0.817 0.914
C2 -0.119 1.256 -0.148
C3 -1.280 -0.562 0.771
C4 0.386 0.150 -2.457
C5 -0.588 -1.052 -0.355
C6 -1.612 1.709 1.930
C7 -0.605 -2.423 -0.876
C8 0.090 0.048 -1.016
C9 -0.046 2.644 -0.665
C10 -2.101 -1.363 1.714
H1 -0.323 0.812 -2.962
H2 0.415 -0.828 -2.918
H3 -1.828 -1.161 2.755
H4 -0.298 -3.146 -0.106
H5 -2.700 1.848 1.812
H6 -1.951 -2.425 1.515
H7 0.100 -2.526 -1.710
H8 -1.453 1.309 2.943
H9 -0.941 2.846 -1.252
H10 -3.168 -1.147 1.607
H11 -1.610 -2.691 -1.241
H12 2.695 -1.916 0.287
H13 -1.149 2.703 1.888
H14 1.540 0.618 -2.437
H15 -0.008 3.349 0.164
H16 0.836 2.766 -1.293
H17 3.192 0.456 -1.854

Mulliken charges, unit e, in atom order:
1. Ir 1.66
2. I -0.78
3. Cl -0.60
4. Cl -0.43
5. O -0.90
6. O -0.72
7. C 0.15
8. C 1.59
9. C 0.87
10. C -1.46
11. C 0.35
12. C -1.79
13. C -1.70
14. C 0.09
15. C -1.80
16. C -1.63
17. H 0.20
18. H 0.43
19. H 0.30
20. H 0.14
21. H 0.28
22. H 0.42
23. H 0.29
24. H 0.29
25. H 0.31
26. H 0.28
27. H 0.28
28. H 0.11
29. H 0.35
30. H 0.42
31. H 0.42
32. H 0.33
33. H 0.26

Entry 3:
Computed, not measured: a 6-piece molecular cluster, C30H54N2O14 overall, with ωB97M-V/def2-TZVPD.

Values from the calculation:
- HOMO-LUMO gap (eV) = 8.5761
- net charge = 0

Positions of all 100 atoms, in Å:
O1 -1.917 -2.740 -2.037
O2 -4.046 -3.451 -1.732
O3 3.588 7.588 1.322
O4 3.674 6.113 -0.380
O5 2.401 -5.764 5.167
O6 -2.315 -4.060 1.940
O7 1.671 2.220 -0.609
O8 1.009 -4.078 5.702
O9 4.206 5.422 1.638
O10 -0.693 -5.387 1.195
O11 -2.251 0.246 -1.238
O12 -2.361 -4.896 -2.042
O13 -0.215 -3.420 2.237
O14 2.061 -4.121 3.696
N1 -2.751 1.426 -1.811
N2 2.111 1.502 0.549
C1 -2.899 -3.679 -1.905
C2 4.321 1.070 -0.400
C3 3.043 0.453 0.130
C4 3.356 -6.022 4.135
C5 2.214 -0.841 2.134
C6 -0.666 2.038 -2.974
C7 0.609 2.704 1.992
C8 -4.291 3.109 -3.527
C9 -1.005 -2.490 2.974
C10 -2.745 3.087 -3.583
C11 -2.309 0.557 -4.076
C12 -2.396 -2.691 2.361
C13 2.753 -5.177 2.989
C14 -0.938 -4.841 -2.057
C15 1.009 1.301 1.464
C16 -0.992 -4.378 1.760
C17 1.487 0.437 2.640
C18 -4.238 2.032 0.115
C19 -2.176 1.717 -3.121
C20 4.483 4.310 0.781
C21 -5.083 0.566 -1.754
C22 -0.660 -3.330 -2.328
C23 2.451 -0.498 -0.925
C24 3.433 -0.482 1.311
C25 4.357 4.898 -0.607
C26 3.819 6.505 0.917
C27 -4.118 1.704 -1.369
C28 -4.621 3.011 -2.044
C29 -0.274 0.609 0.880
C30 1.723 -4.622 4.919
H1 -6.028 0.911 -1.324
H2 0.031 -2.979 -1.563
H3 4.336 1.854 -1.163
H4 1.519 -0.974 -0.611
H5 4.183 -0.086 2.004
H6 0.352 3.365 1.162
H7 0.676 0.070 3.263
H8 -0.182 2.689 2.739
H9 5.294 4.980 -1.162
H10 -0.677 -1.487 2.703
H11 -0.456 2.774 -2.198
H12 3.681 4.313 -1.236
H13 2.074 -5.800 2.415
H14 -2.470 3.242 -4.627
H15 2.252 0.957 3.223
H16 3.610 -4.641 2.585
H17 1.091 1.562 -1.028
H18 4.854 0.365 -1.055
H19 5.394 3.730 0.919
H20 3.916 -1.408 0.988
H21 -4.719 4.034 -3.912
H22 -0.915 -2.607 4.052
H23 -0.564 -5.127 -1.078
H24 -0.215 -3.163 -3.306
H25 2.353 -1.538 2.964
H26 -3.744 1.281 0.747
H27 -1.838 -0.372 -3.769
H28 2.171 -0.147 -1.925
H29 -4.204 3.920 -1.603
H30 -1.027 0.556 1.665
H31 -0.236 1.134 -2.507
H32 -0.086 -0.321 0.353
H33 3.173 -1.291 -1.130
H34 -2.590 -1.996 1.547
H35 -4.735 -0.306 -1.204
H36 -0.683 1.322 0.162
H37 1.492 3.209 2.393
H38 -1.917 0.819 -5.065
H39 -0.585 -5.486 -2.856
H40 -5.258 2.111 0.494
H41 4.313 -5.620 4.477
H42 -5.269 0.523 -2.822
H43 -2.330 3.799 -2.875
H44 -3.127 -2.699 3.167
H45 3.638 3.683 1.098
H46 -2.684 -0.515 -1.666
H47 3.450 -7.085 3.936
H48 -0.109 2.096 -3.905
H49 -3.742 2.952 0.432
H50 -4.663 2.261 -4.105
H51 -5.700 3.137 -1.908
H52 1.480 -1.413 1.551
H53 4.977 1.306 0.437
H54 -3.377 0.451 -4.301

Mulliken population analysis, charges in e, atoms 1 to 99:
1. O 0.01
2. O -0.53
3. O -0.51
4. O -0.38
5. O -0.38
6. O -0.41
7. O -0.50
8. O -0.54
9. O -0.41
10. O -0.64
11. O 0.54
12. O -0.41
13. O -0.30
14. O -0.04
15. N 0.18
16. N 1.12
17. C 0.57
18. C -2.10
19. C 2.10
20. C -0.41
21. C 0.49
22. C -1.68
23. C -2.27
24. C -0.62
25. C 0.56
26. C -1.23
27. C -1.67
28. C -0.27
29. C -0.29
30. C -0.31
31. C 1.90
32. C 0.69
33. C -1.61
34. C -1.81
35. C 1.67
36. C 0.52
37. C -1.75
38. C 0.00
39. C -1.63
40. C -1.74
41. C -0.12
42. C 0.58
43. C 1.44
44. C -1.31
45. C -2.20
46. C 0.62
47. H 0.50
48. H -0.07
49. H 0.22
50. H -0.02
51. H 0.38
52. H 0.40
53. H 0.63
54. H 0.41
55. H 0.24
56. H -0.69
57. H 0.52
58. H 0.13
59. H 0.29
60. H 0.45
61. H 0.39
62. H 0.27
63. H -0.01
64. H 0.44
65. H 0.29
66. H 0.44
67. H 0.40
68. H 0.28
69. H 0.09
70. H 0.33
71. H 0.55
72. H 0.16
73. H 0.17
74. H 0.38
75. H 0.37
76. H 0.57
77. H -0.13
78. H -0.11
79. H 0.51
80. H 0.12
81. H 0.44
82. H 0.79
83. H 0.48
84. H 0.50
85. H 0.32
86. H 0.41
87. H 0.25
88. H 0.30
89. H 0.35
90. H 0.35
91. H -0.36
92. H 0.09
93. H 0.32
94. H 0.46
95. H 0.39
96. H 0.31
97. H 0.44
98. H -0.44
99. H 0.37

The evaluated molar mass for the records listed, in turn: 113.06 559.27 666.76 g/mol.
The evaluated electronic energy for the records listed, in turn: -13264.3865 -50722.0142 -63627.4098 eV.